Record 1
ORCA calculation (the ωB97M-V functional and the def2-TZVPD basis) on a molecular structure, C15H21N6OPPt.

Its gap between HOMO and LUMO (spin up / spin down) is 8.45 / 4.80 eV. The spin multiplicity is 5. The charge is +4. As for the expectation value of S²: 6.034. The value obtained for the highest occupied orbital energy (spin up / spin down) is -21.63 / -21.56 eV. The value obtained for the largest force on an atom is 0.4 eV/Å.

Cartesian coordinates (Å):
Pt (0.6950, 0.5395, -1.2824)
P (-1.0211, 0.0077, 1.8863)
O (1.6606, 0.2944, -3.0697)
N (1.2783, 1.2854, 0.7139)
N (1.2419, 1.4509, 2.9516)
N (-0.6583, -2.6875, 1.2327)
N (0.1666, -1.3254, -0.2972)
N (-3.1557, 1.4375, 0.5682)
N (-1.3001, 1.2776, -0.6837)
C (0.8145, 1.2836, 4.3677)
C (-4.1080, 1.2687, 1.7000)
C (2.3151, -1.6475, -4.2689)
C (2.2190, -0.1813, -4.1010)
C (2.3310, 2.0783, 2.5440)
C (0.3883, -2.5950, -0.6986)
C (-2.2091, 1.9592, -1.3755)
C (-1.8498, 0.9646, 0.5103)
C (-0.4744, -1.3844, 0.8858)
C (2.7512, 0.7702, -5.0936)
C (-0.1262, -3.4510, 0.2557)
C (-3.4119, 2.0608, -0.5685)
C (2.3510, 1.9731, 1.0960)
C (-1.3148, -3.2157, 2.4469)
C (0.5796, 0.9720, 1.8271)
H (-0.1366, 1.7900, 4.5164)
H (3.2100, 0.2708, -5.9408)
H (-3.7158, 1.7797, 2.5765)
H (-0.7751, -2.8890, 3.3327)
H (1.3075, -2.0746, -4.2658)
H (-0.1418, -4.5296, 0.2907)
H (-5.0554, 1.7142, 1.4077)
H (3.1001, 2.3661, 0.4208)
H (2.8682, -2.0686, -3.4236)
H (3.0375, 2.5628, 3.2088)
H (-2.3529, -2.8931, 2.4778)
H (-2.0543, 2.3504, -2.3728)
H (-1.2856, -4.3004, 2.3983)
H (3.4804, 1.4257, -4.6065)
H (0.7369, 0.2217, 4.5904)
H (0.8884, -2.8412, -1.6197)
H (-4.3569, 2.5402, -0.7984)
H (-4.2469, 0.2067, 1.8897)
H (1.5743, 1.7347, 5.0007)
H (2.8147, -1.9225, -5.1926)
H (1.9404, 1.4206, -5.4375)

Record 2
ORCA calculation (the ωB97M-V functional and the def2-TZVPD basis) on a molecular structure, C15H22B2N6O2Ru in a non-equilibrium geometry.

Its gap between HOMO and LUMO (spin up / spin down) is 7.73 / 4.36 eV. The spin multiplicity is 5. The charge is +2. As for the expectation value of S²: 6.027. The value obtained for the highest occupied orbital energy (spin up / spin down) is -15.89 / -15.65 eV. The value obtained for the largest force on an atom is 7.0 eV/Å.

Cartesian coordinates (Å):
Ru (-0.2290, 1.1851, 0.4893)
O (-1.1559, -1.6932, 1.0903)
O (1.0568, -1.6623, 0.2904)
N (-0.2619, 3.2688, 0.4597)
N (-1.7234, 1.3059, -0.8343)
N (-0.2512, 3.9259, -0.7653)
N (-1.5060, 2.0221, -2.0098)
N (1.2644, 1.3235, -0.8720)
N (1.0583, 2.0766, -2.0201)
C (-1.0932, -4.0035, 0.3682)
C (-2.8560, 0.5982, -0.9373)
C (-0.5556, -2.9957, 1.4030)
C (2.4182, 0.6691, -0.9866)
C (-3.4342, 0.8831, -2.1666)
C (1.8356, -3.8887, 0.7692)
C (-0.2140, 5.2347, -0.5013)
C (-2.5497, 1.7456, -2.8170)
C (-0.1937, 5.4273, 0.8843)
C (1.6403, -2.1581, 2.5318)
C (0.9892, -2.7298, 1.2779)
C (2.9840, 0.9707, -2.2213)
C (-0.2235, 4.1534, 1.4442)
C (-1.0197, -3.3935, 2.7970)
C (2.1009, 1.8562, -2.8224)
B (-0.1409, -0.8663, 0.5208)
B (-0.2362, 3.0082, -2.0506)
H (1.5735, -4.1795, -0.2653)
H (-0.2113, 5.9440, -1.3138)
H (2.7591, 0.0121, -0.2159)
H (2.8753, -3.5207, 0.7535)
H (2.1544, 2.3029, -3.8025)
H (-4.3767, 0.5193, -2.5575)
H (1.8049, -4.7734, 1.4288)
H (1.0040, -1.3327, 2.9173)
H (-2.5866, 2.1414, -3.8187)
H (-0.7437, -5.0169, 0.5610)
H (-0.8643, -2.5662, 3.5055)
H (-0.1936, 6.3827, 1.3869)
H (-0.5549, -4.3007, 3.2095)
H (-0.8102, -3.7055, -0.6481)
H (-0.2120, 3.8113, 2.4768)
H (-2.1889, -3.9884, 0.4782)
H (2.6555, -1.8004, 2.2357)
H (-0.2187, 3.6838, -3.0137)
H (-2.1234, -3.5418, 2.7466)
H (3.9450, 0.6351, -2.5750)
H (-3.1665, -0.0466, -0.1335)
H (1.7758, -2.9231, 3.3229)

Record 3
ORCA calculation (the ωB97M-V functional and the def2-TZVPD basis) on a molecular structure, C15H22BClILiN2O5 in a non-equilibrium geometry.

Its gap between HOMO and LUMO is 3.93 eV. The spin multiplicity is 1. The charge is 0. The value obtained for the highest occupied orbital energy is -7.33 eV. The value obtained for the largest force on an atom is 1.7 eV/Å.

Cartesian coordinates (Å):
I (0.5922, -0.3714, -3.8418)
Cl (1.3577, 2.7173, -3.2033)
O (-1.1209, 1.6592, -2.3448)
O (1.0456, -5.3905, -0.7958)
O (0.6116, 0.3453, 4.0369)
O (-2.2860, 2.9796, -0.7183)
O (0.6533, 1.0791, -1.0209)
N (0.3531, -3.3703, 0.0686)
N (-2.7671, 4.5721, -2.4827)
C (-1.5475, 1.7059, -1.0780)
C (1.1920, -4.1977, -0.7830)
C (-0.2528, 1.4997, 1.2315)
C (-2.6162, 3.7193, -1.7286)
C (1.2651, -2.5182, 0.8547)
C (-2.2586, -0.8095, -1.1385)
C (-0.2140, 1.8640, -0.2485)
C (1.1250, 1.4748, 3.2912)
C (-2.5339, 0.6260, -0.6553)
C (-1.5160, -1.7240, -0.1382)
C (0.9108, 4.2766, -0.3557)
C (-0.4448, -2.5247, -0.8618)
C (2.2290, -3.5561, -1.6852)
C (0.2651, 3.2756, -0.2468)
C (1.1501, 1.2508, 1.8002)
B (0.3409, 1.3859, -2.4125)
Li (1.8989, 1.3161, 5.5858)
H (0.9252, -2.5074, 1.8908)
H (1.9338, -3.7294, -2.7152)
H (0.2273, -1.7977, -1.3232)
H (-0.8605, -3.1306, -1.6644)
H (-3.4948, 0.9134, -1.0811)
H (-0.2076, 0.5953, 4.4752)
H (0.4878, 2.3293, 3.5396)
H (1.5370, 5.1256, -0.4769)
H (2.2724, -2.4754, -1.5598)
H (-1.7636, -0.8390, -2.1058)
H (3.2221, -3.9394, -1.4753)
H (-3.2395, -1.2584, -1.2914)
H (1.8995, 1.8727, 1.3193)
H (-0.8976, 0.6607, 1.4771)
H (2.1182, 1.6823, 3.6900)
H (-1.0140, -1.1611, 0.6482)
H (-0.6624, 2.3707, 1.7449)
H (1.3118, -1.4992, 0.4635)
H (2.2843, -2.9025, 0.8540)
H (-2.6828, 0.6078, 0.4221)
H (-2.2085, -2.3982, 0.3652)
H (1.3795, 0.1959, 1.6741)

Record 4
ORCA calculation (the ωB97M-V functional and the def2-TZVPD basis) on a molecular structure, C15H22BrNO in a non-equilibrium geometry.

Its gap between HOMO and LUMO is 8.90 eV. The spin multiplicity is 1. The charge is 0. The value obtained for the highest occupied orbital energy is -8.27 eV. The value obtained for the largest force on an atom is 12.8 eV/Å. The value obtained for the energy above the lowest of the compared OMol25 structures with the same formula, charge and spin is 1317.2 kJ/mol.

Cartesian coordinates (Å):
Br (-4.8971, -1.0534, -0.7720)
O (-2.3403, -0.9498, 0.2719)
N (1.5705, 0.0716, -0.2779)
C (2.9551, 1.8246, -0.4817)
C (-2.7751, 2.4495, 0.8349)
C (-4.5506, 1.7848, -0.1402)
C (-3.9345, 0.4547, -0.1091)
C (1.7441, -2.3914, -0.1831)
C (2.9443, 1.2851, -2.0367)
C (0.7343, -2.8028, 0.9265)
C (-4.0038, 2.7544, 0.4116)
C (-2.2341, 1.3015, 1.0470)
C (-2.9045, 0.1522, 0.6116)
C (1.5486, 0.2905, -1.5954)
C (1.8546, 1.2777, 0.1061)
C (-1.0632, -1.1873, 0.7899)
C (-0.6155, -2.7025, 0.5490)
C (2.4266, -1.2654, 0.0761)
H (-0.7986, -2.7815, -0.4854)
H (0.9774, 2.0959, -0.1372)
H (1.0322, -2.5271, 1.8617)
H (-2.2908, 3.4939, 1.6864)
H (-1.3506, -3.4441, 1.0856)
H (-0.9450, -0.8478, 2.0094)
H (3.4504, -0.8601, -0.2799)
H (-4.5566, 3.7973, 0.4529)
H (2.7331, -3.2116, 0.0274)
H (1.3607, -2.5687, -0.9795)
H (3.9447, 1.5288, -0.0799)
H (2.1804, 1.2550, 1.2870)
H (0.8375, -4.1165, 0.8066)
H (3.0166, 2.7795, -0.6195)
H (1.7443, -0.6972, -2.1029)
H (2.5151, -1.1338, 1.2671)
H (3.6940, 0.6380, -2.3624)
H (-0.3210, -0.6104, 0.4041)
H (0.7253, 0.7597, -2.0392)
H (-1.1717, 1.2919, 1.2602)
H (-5.8080, 1.9230, -0.4523)
H (2.5713, 1.9418, -2.6384)

Record 5
ORCA calculation (the ωB97M-V functional and the def2-TZVPD basis) on 6 unconnected molecules or ions with the total composition C15H22ClO19 in a non-equilibrium geometry.

Its gap between HOMO and LUMO is 9.31 eV. The spin multiplicity is 1. The charge is -1. The value obtained for the highest occupied orbital energy is -6.92 eV. The value obtained for the largest force on an atom is 4.7 eV/Å.

Cartesian coordinates (Å):
Cl (0.8989, 0.9738, 1.6914)
O (-0.4269, 0.4889, 1.7432)
O (1.4033, -0.8778, -3.4114)
O (-0.5335, 4.5788, 8.2155)
O (1.5448, -3.6733, -2.0284)
O (1.0131, 1.6089, 0.4134)
O (0.1610, 3.7512, 6.2541)
O (0.9430, 2.9219, 8.1066)
O (-1.6771, -1.7212, -1.8331)
O (-3.3880, 2.0133, -3.6464)
O (-1.7853, 2.5128, -1.9988)
O (2.2987, -1.8730, -5.3241)
O (-3.5116, -3.0033, -2.3622)
O (1.4260, -4.2022, 0.1945)
O (-2.5966, -2.9395, -0.2704)
O (1.7424, -0.1932, 1.7880)
O (1.8442, 0.3646, -5.2397)
O (0.0918, -5.2337, -1.2005)
O (1.0640, 1.8542, 2.7339)
O (-3.4848, 3.8218, -2.3094)
C (0.0912, 3.7811, 7.5699)
C (-0.9277, -1.4181, -0.7357)
C (0.9889, -4.2714, -1.0946)
C (-1.7596, -2.0334, 0.3780)
C (1.7006, 2.2447, 7.1443)
C (0.7789, 0.3837, -3.1207)
C (2.5122, -3.4220, 0.4285)
C (1.8877, -0.8865, -4.7336)
C (-0.3983, -5.7304, -2.3951)
C (-2.6257, -2.6833, -1.5882)
C (0.9656, 2.6894, 5.8417)
C (-2.6741, 4.4397, -1.2197)
C (-1.3457, 3.7290, -1.5860)
C (-2.8954, 2.7186, -2.7486)
C (1.3086, 1.2448, -4.2414)
H (-1.0528, -6.5702, -2.1616)
H (-0.8511, -0.3310, -0.7106)
H (-1.0056, -4.9691, -2.8847)
H (0.3222, -6.0723, -3.1382)
H (2.4714, -2.4449, -0.0528)
H (-0.3091, 0.4186, -3.0640)
H (-0.9879, -2.4570, 1.0208)
H (1.7927, 2.8169, 5.1433)
H (2.7502, -3.2469, 1.4777)
H (0.5425, 1.9246, -4.6143)
H (3.3989, -3.8705, -0.0195)
H (-2.3726, -1.4291, 1.0466)
H (2.0196, 1.9607, -3.8291)
H (1.6162, 1.1707, 7.3102)
H (-0.8596, 4.3146, -2.3662)
H (-2.5406, 5.5081, -1.3894)
H (0.1026, -1.7722, -0.7006)
H (0.4366, 1.8581, 5.3756)
H (1.1087, 0.8121, -2.1742)
H (2.6952, 2.6798, 7.2419)
H (-0.7871, 3.5071, -0.6767)
H (-3.1249, 4.2334, -0.2490)

E_tot across the listed records, respectively: -1446.92124; -1207.79641; -1860.70828; -3288.26624; -2474.33322 Ha.